48
Properties=species:S:1:pos:R:3:forces:R:3:nbo_charge:R:1 method="wB97M-V/def2-TZVPD" total_charge=0 fmax_ev_per_a=0.658 gap_ev=8.5 relative_energy_kcal_mol=5.8 smiles="CCc1ccccc1NC(=O)CN1C(=O)[C@H]2CCCN2c2ncc(Cl)cc21"
C 1.97387 0.56003 0.01940 0.077 -0.091 0.151 -0.60
H 2.55251 1.03640 -0.76890 0.017 0.068 -0.066 0.22
H 2.02231 1.18746 0.90681 -0.032 0.130 0.079 0.20
H 0.93862 0.50570 -0.31207 -0.131 0.029 -0.059 0.20
C 2.53644 -0.83340 0.31452 -0.113 0.127 -0.114 -0.43
C 2.54047 -1.67686 -0.93240 -0.012 -0.066 0.053 -0.04
C 3.72221 -1.86061 -1.63548 -0.052 -0.065 -0.018 -0.19
C 3.75321 -2.56659 -2.82516 0.072 -0.001 -0.096 -0.22
C 2.58287 -3.09851 -3.33599 0.084 0.025 0.035 -0.20
C 1.39290 -2.93712 -2.65146 -0.128 -0.039 -0.019 -0.21
C 1.36518 -2.23293 -1.45342 0.294 -0.045 -0.358 0.14
N 0.16910 -2.07906 -0.73301 0.434 0.017 0.398 -0.63
C -1.09487 -2.08613 -1.20634 -0.460 0.159 0.443 0.67
O -1.43934 -2.26172 -2.35272 -0.096 -0.092 -0.278 -0.60
C -2.10651 -1.80694 -0.07985 -0.019 -0.207 -0.163 -0.32
N -1.89936 -0.50488 0.53475 -0.119 -0.315 -0.021 -0.42
C -1.18141 -0.45865 1.68824 0.090 0.297 0.260 0.71
O -0.54300 -1.41612 2.09226 0.028 -0.069 0.189 -0.63
C -1.28258 0.84329 2.46014 -0.022 -0.245 0.353 -0.11
N -1.29933 1.98129 1.57723 0.259 -0.282 0.220 -0.40
C -1.85993 1.92317 0.35432 -0.309 -0.004 -0.483 0.38
N -1.99329 3.05313 -0.32882 0.173 -0.100 0.512 -0.46
C -2.58890 3.02346 -1.51002 -0.215 -0.260 -0.375 0.03
C -3.06950 1.85335 -2.06446 0.145 0.050 0.222 -0.14
C -2.87846 0.64227 -1.39689 0.043 0.254 0.146 -0.16
C -2.26314 0.66130 -0.16151 -0.048 0.581 -0.278 0.06
H -3.17697 -0.27285 -1.88008 0.008 -0.139 -0.037 0.24
Cl -3.85747 1.86119 -3.60085 -0.069 0.039 -0.150 0.01
H -2.67491 3.97158 -2.01939 -0.077 0.029 -0.185 0.21
C -0.57313 3.11645 2.10249 0.099 0.443 -0.071 -0.20
C -0.13919 2.65852 3.49736 -0.057 -0.099 -0.100 -0.41
H 0.82461 3.07366 3.78228 -0.014 0.052 0.035 0.22
H -0.87897 2.96229 4.23836 0.005 0.046 0.030 0.21
C -0.10801 1.13237 3.39452 -0.132 -0.046 -0.027 -0.39
H -0.21494 0.63847 4.35680 0.028 -0.060 -0.014 0.23
H 0.81773 0.78926 2.93228 0.004 -0.046 -0.023 0.22
H -1.21444 4.00030 2.12269 0.122 0.012 0.006 0.22
H 0.28286 3.33538 1.45478 -0.040 0.070 0.033 0.20
H -2.22374 0.79594 3.04153 0.132 -0.105 -0.039 0.20
H -3.12094 -1.86747 -0.47602 0.153 -0.015 -0.030 0.23
H -1.98047 -2.55825 0.70498 -0.069 0.129 -0.128 0.25
H 0.27723 -1.93159 0.26504 -0.193 -0.040 -0.072 0.43
H 0.47695 -3.34635 -3.04359 -0.046 -0.023 -0.014 0.24
H 2.59346 -3.64518 -4.26662 -0.010 -0.053 -0.078 0.21
H 4.68671 -2.69450 -3.35221 0.081 -0.009 -0.048 0.21
H 4.63538 -1.43582 -1.24307 0.079 0.045 0.068 0.21
H 3.56151 -0.73054 0.67588 -0.048 -0.095 0.038 0.22
H 1.95673 -1.30418 1.11370 0.088 0.008 0.070 0.21



42
Properties=species:S:1:pos:R:3:forces:R:3:nbo_charge:R:1 method="wB97M-V/def2-TZVPD" total_charge=+3 fmax_ev_per_a=6.010 gap_ev="8.6 / 5.3" relative_energy_kcal_mol=0.0 spin_multiplicity=5
I 3.31921 -2.32666 -2.10374 -0.490 0.204 0.613 0.30
I -1.05490 -2.62570 -1.97287 0.627 0.070 0.365 0.50
Os 0.56092 -0.78300 -1.13787 1.363 -1.283 1.543 0.22
P 0.55448 0.20579 -3.22608 -0.108 2.487 -2.795 1.12
C -1.13607 0.46822 -3.90160 -0.020 -0.431 0.248 -0.95
C 1.13416 1.95636 -3.27232 0.319 -0.431 0.292 -0.93
H 2.45114 -0.89786 -4.25673 -0.165 0.292 -0.282 0.26
H 1.50800 0.10834 -5.39558 -0.028 -0.141 -0.033 0.29
H 0.94440 -1.52606 -4.92074 -0.168 0.034 -0.010 0.27
C 1.44661 -0.62027 -4.58392 0.234 -0.037 0.400 -0.95
H 2.12427 2.05053 -2.81878 -0.128 0.019 -0.284 0.28
H 1.17161 2.26703 -4.32049 -0.064 -0.060 0.110 0.28
H -1.04351 0.75184 -4.95422 0.012 -0.009 0.138 0.29
H -1.68038 1.25685 -3.36892 0.245 -0.109 -0.092 0.27
H 0.45340 2.61478 -2.72198 0.017 -0.223 -0.090 0.26
H -1.71690 -0.45454 -3.83262 -0.048 0.122 -0.223 0.24
C -0.97637 0.16157 -0.87584 -5.185 2.819 1.136 0.61
O -2.00797 0.73347 -0.69326 4.519 -2.386 -0.913 -0.48
Cl 2.15757 0.94559 -0.49395 -0.955 -1.130 -0.183 -0.30
C -2.03813 0.07182 3.50955 -0.104 0.009 0.458 -0.42
N -1.73092 0.76027 2.23252 0.714 -0.488 -0.861 -0.34
C -2.45620 2.06032 2.14788 0.002 0.373 0.061 -0.42
C -0.22794 0.93267 1.97707 -0.352 0.253 0.372 -0.26
C 0.51610 -0.38057 2.07433 0.068 0.743 2.688 -0.13
C 1.01345 -0.67257 3.34940 -1.060 1.667 -0.912 -0.08
C 1.68722 -1.86002 3.61437 0.553 -0.318 0.983 0.02
C 1.93167 -2.74441 2.57198 0.442 -1.251 -1.892 -0.15
C 1.48335 -2.44696 1.28344 0.862 -1.611 1.486 -0.22
C 0.79693 -1.26582 1.02444 -0.196 1.171 -2.108 -0.03
H -1.58855 0.64664 4.32769 -0.158 -0.180 -0.151 0.24
H -1.65811 -0.94693 3.48848 -0.033 0.100 0.054 0.23
H -3.12100 0.05620 3.62449 0.080 -0.038 0.068 0.26
H -2.05375 0.15455 1.45896 -0.204 0.434 0.531 0.43
H -2.03782 2.75668 2.89116 -0.156 -0.330 -0.241 0.25
H -2.33440 2.46858 1.14236 -0.116 -0.022 0.220 0.24
H -3.50195 1.84834 2.37726 0.098 0.261 -0.159 0.25
H -0.09533 1.42771 1.01269 -0.110 -0.071 0.199 0.25
H 0.11439 1.63482 2.75552 -0.049 -0.321 -0.324 0.26
H 0.84993 0.04486 4.16260 0.205 -0.305 -0.320 0.24
H 2.02965 -2.06712 4.63676 -0.204 -0.073 -0.448 0.28
H 2.49189 -3.67126 2.74444 -0.196 0.434 -0.023 0.28
H 1.71983 -3.09408 0.44411 -0.062 -0.247 0.380 0.24



20
Properties=species:S:1:pos:R:3:forces:R:3:nbo_charge:R:1 method="wB97M-V/def2-TZVPD" total_charge=+1 fmax_ev_per_a=2.843 gap_ev="10.0 / 3.5" spin_multiplicity=2
C -1.23501 2.87640 -0.41894 -0.901 -0.205 -1.141 -0.74
C -0.93719 4.20992 0.06214 0.916 0.336 1.011 0.25
N -0.65650 5.26906 0.41891 -0.224 -0.624 -0.245 -0.27
H -0.67876 2.69308 -1.33822 -0.102 0.146 -0.188 0.24
H -2.29223 2.92330 -0.68007 -0.077 -0.287 -0.287 0.29
H -1.14436 1.96594 0.17348 0.255 0.620 0.801 0.23
C -0.45699 -4.15645 -0.17136 -2.239 1.568 0.783 -0.70
C -1.73159 -3.33497 -0.06387 1.138 -0.576 -0.133 0.26
N -2.71120 -2.74185 -0.00552 -0.004 0.230 0.042 -0.32
H -0.85974 -5.15584 -0.33609 0.890 -0.130 -0.377 0.28
H 0.01905 -4.05723 0.80416 0.191 -0.368 -0.109 0.25
H 0.14187 -3.65270 -0.93010 0.008 -0.907 -0.202 0.23
Cl 3.51587 0.78539 -0.32614 -1.456 -0.181 0.009 0.42
C 1.76796 1.12000 0.22186 -0.281 0.096 -0.423 -0.37
C 1.16244 -0.23135 0.53488 -0.085 1.022 1.204 -0.43
Cl 1.42787 -1.40446 -0.80759 0.668 1.195 0.714 0.29
H 1.20548 1.72432 -0.48983 0.605 -0.442 -0.774 0.26
H 1.80593 1.80169 1.07153 0.474 -0.340 0.456 0.29
H 0.10315 -0.12308 0.76788 -0.294 -0.126 -0.664 0.28
H 1.55396 -0.51118 1.51289 0.517 -1.028 -0.477 0.26



12
Properties=species:S:1:pos:R:3:forces:R:3:nbo_charge:R:1 method="wB97M-V/def2-TZVPD" total_charge=0 fmax_ev_per_a=6.541 gap_ev=8.7 relative_energy_kcal_mol=45.3 smiles=Cc1nsc(Cl)c1O
C -0.59758 0.67306 -0.03935 0.602 -3.754 -1.202 0.23
C 0.43676 -0.84605 -0.00956 -4.622 4.475 1.184 0.30
C -1.89194 0.23146 -0.08385 2.572 0.008 0.774 -0.42
C 1.86159 -0.64960 -0.01143 -0.553 2.883 1.060 -0.68
N -0.31953 -1.78943 0.33292 -0.528 -0.898 -0.747 -0.59
O 0.01155 1.83116 -0.28146 0.534 0.506 0.020 -0.68
S -1.96628 -1.46537 0.26663 0.284 -0.933 0.268 0.55
Cl -3.40406 0.99358 -0.13429 -0.293 0.703 -0.128 0.05
H 1.99806 0.09116 -0.83709 0.790 -0.750 0.675 0.25
H 2.03690 -0.13037 1.00360 0.318 -0.687 -1.604 0.25
H 2.33796 -1.57359 -0.07025 1.276 -1.289 -0.318 0.24
H -0.50342 2.63400 -0.13587 -0.382 -0.263 0.018 0.50



14
Properties=species:S:1:pos:R:3:forces:R:3:nbo_charge:R:1 method="wB97M-V/def2-TZVPD" total_charge=-1 fmax_ev_per_a=3.605 gap_ev=3.6 relative_energy_kcal_mol=70.3
C 0.12743 3.03263 -1.07438 -0.324 -0.009 0.842 0.29
C 0.75826 0.80721 -0.27627 2.206 0.515 0.405 0.09
C 1.22839 -1.27236 0.57381 0.800 3.394 0.914 -0.42
C 1.04795 2.03525 -0.91162 0.462 -1.458 -0.176 -0.65
N -0.74585 3.78815 -0.97880 -0.695 0.928 -0.481 -0.54
N 1.66241 -0.14643 -0.28184 -1.512 -0.781 0.239 -0.57
O -4.23284 -1.75944 1.00523 0.370 0.577 0.396 -0.84
O -2.51740 -2.89693 -0.24305 0.321 1.388 1.044 -0.82
S -2.83410 -1.80653 0.67111 -0.653 -1.945 -1.472 1.66
H -0.03395 0.72715 0.48455 -0.589 0.178 -0.600 0.12
H 1.94891 -1.31997 1.41550 -0.629 0.126 0.336 0.16
H 1.38919 -2.18709 0.12378 -0.480 -2.110 -1.346 0.17
H 0.19047 -0.97125 0.87853 0.648 -1.411 0.338 0.14
H 2.01113 1.96961 -1.38656 0.077 0.609 -0.439 0.22